Record 1
A gas-phase ion, C8H17N2O2S (charge +1) at a distorted geometry, computed with ωB97M-V with the def2-TZVPD basis set.

LUMO level, eV: -3.8
Strongest force on any atom, eV Å⁻¹: 4.24
E, Eh: -972.86847
HOMO-LUMO gap, eV: 8.09
Charge: +1
ΔE to the lowest compared entry with this formula, charge and spin, eV: 2.169
Structure (SMILES): OC(O)SCCC=[N+]1CCNCC1

Last column: Löwdin charge in e.
Positions of all 30 atoms, in Å:
1 O -2.4996 -1.3976 -1.1359  -0.052
2 C -3.5210 -0.4436 -0.9442  -0.717
3 O -4.5250 -0.9378 -0.1729  -0.068
4 S -2.8809 1.1547 -0.1762  0.916
5 C -2.3884 0.6893 1.5160  -0.449
6 C -0.9516 0.0474 1.4885  -0.226
7 C -0.0080 0.8946 0.7528  -0.036
8 N 0.9824 0.4695 0.0459  -0.029
9 C 1.9458 1.4111 -0.5487  -0.088
10 C 3.2939 1.0241 -0.0387  -0.215
11 N 3.5682 -0.3110 -0.4694  -0.089
12 C 2.5229 -1.1104 -0.9652  -0.214
13 C 1.2838 -0.9199 -0.0705  -0.101
14 H -2.7061 -2.3214 -0.8520  0.135
15 H -3.8241 0.1080 -1.8869  0.115
16 H -5.4661 -0.4659 -0.3330  0.208
17 H -3.2295 -0.1013 1.8834  0.141
18 H -2.2600 1.5759 2.1463  0.076
19 H -0.5308 -0.2573 2.4719  0.151
20 H -1.1804 -0.8903 0.9586  0.100
21 H -0.4706 1.9109 0.7393  0.146
22 H 1.7522 2.4570 -0.2386  0.157
23 H 1.8895 1.1461 -1.5717  0.127
24 H 4.0346 1.7363 -0.4745  0.131
25 H 3.4409 1.1532 1.1745  0.169
26 H 4.5244 -0.6777 -0.5454  0.149
27 H 3.0513 -2.0134 -0.8790  0.115
28 H 2.2574 -0.9632 -2.0802  0.145
29 H 0.4697 -1.4927 -0.6337  0.162
30 H 1.4250 -1.4745 0.8395  0.141

=====

Record 2
A molecular structure, C6H6N2O at a distorted geometry, computed with ωB97M-V with the def2-TZVPD basis set.

LUMO level, eV: 0.4
Strongest force on any atom, eV Å⁻¹: 6.89
E, Eh: -416.83257
HOMO-LUMO gap, eV: 9.87
Charge: 0
ΔE to the lowest compared entry with this formula, charge and spin, eV: 3.840

Last column: Löwdin charge in e.
Positions of all 15 atoms, in Å:
1 C -1.6101 0.8055 0.5350  -0.134
2 C -0.2640 0.3513 0.2137  -0.277
3 C 0.1840 -0.9694 0.4270  0.018
4 C 1.6160 -1.1570 0.2333  -0.088
5 C 2.3685 -0.2323 -0.3341  -0.184
6 C 0.6225 1.3442 -0.2328  -0.108
7 H -3.4782 -0.7379 -1.1070  0.121
8 H -1.4418 1.9378 1.3117  0.215
9 H -0.5375 -1.6261 0.8549  0.104
10 H 2.0697 -2.3014 0.2800  0.159
11 H 3.3342 -0.5329 -0.5885  0.084
12 H 0.4679 2.5040 -0.2852  0.147
13 N -2.7364 0.2997 0.0579  -0.033
14 N 1.9176 1.0513 -0.5185  0.058
15 O -2.5122 -0.7367 -0.8473  -0.083

=====

Record 3
C23H29NO7 in the gas phase, computed with ωB97M-V with the def2-TZVPD basis set.

LUMO level, eV: 0.6
Strongest force on any atom, eV Å⁻¹: 0.80
E, Eh: -1475.24624
HOMO-LUMO gap, eV: 8.90
Charge: 0
ΔE to the lowest compared entry with this formula, charge and spin, eV: 2.754
Structure (SMILES): CCOCCOC(=O)c1[nH]c2c(c1C)C(=O)C[C@@H](c1cc(OC)c(OC)c(OC)c1)C2

Last column: Löwdin charge in e.
Positions of all 60 atoms, in Å:
1 C -6.4659 -2.0398 -1.6384  -0.072
2 C -6.3180 -2.8359 -0.3448  -0.265
3 O -6.1189 -2.0542 0.8177  -0.143
4 C -4.8986 -1.3584 0.8837  -0.189
5 C -5.0683 0.1343 0.5532  -0.125
6 O -3.8126 0.8014 0.5418  0.012
7 C -3.0789 0.6609 -0.5740  -0.425
8 O -3.4353 0.0186 -1.5430  0.096
9 C -1.8129 1.3637 -0.5172  -0.107
10 N -0.9740 1.2954 -1.6114  0.173
11 C 0.1370 1.9997 -1.3766  -0.172
12 C 0.0377 2.5536 -0.1010  -0.063
13 C -1.2045 2.1465 0.4520  -0.117
14 C -1.7313 2.4934 1.7948  -0.015
15 C 1.1090 3.3451 0.4807  -0.375
16 O 1.0743 3.8578 1.5819  0.079
17 C 2.3174 3.5130 -0.4320  -0.058
18 C 2.5560 2.3785 -1.4320  -0.248
19 C 2.9511 1.0637 -0.7974  -0.179
20 C 3.6055 0.1253 -1.5704  0.036
21 C 3.9618 -1.1283 -1.0685  -0.186
22 O 4.5955 -1.9131 -1.9805  -0.063
23 C 5.1056 -3.1829 -1.6378  -0.067
24 C 3.6328 -1.4583 0.2506  -0.132
25 O 3.9185 -2.7131 0.7576  -0.114
26 C 4.7640 -2.7520 1.8905  -0.068
27 C 2.9488 -0.5059 1.0315  -0.174
28 O 2.6133 -0.8933 2.2964  -0.086
29 C 1.8230 -0.0285 3.0784  -0.060
30 C 2.6341 0.7407 0.5138  0.042
31 C 1.2913 2.1675 -2.2895  -0.059
32 H -6.7103 -2.7210 -2.4495  0.075
33 H -5.5411 -1.5256 -1.8902  0.057
34 H -7.2670 -1.3108 -1.5410  0.079
35 H -5.4929 -3.5563 -0.4506  0.119
36 H -7.2382 -3.3884 -0.1377  0.118
37 H -4.1590 -1.7953 0.2022  0.125
38 H -4.5250 -1.4516 1.9103  0.131
39 H -5.6652 0.6272 1.3216  0.136
40 H -5.5510 0.2484 -0.4214  0.117
41 H -1.2103 0.7685 -2.4389  0.173
42 H -0.9914 3.0685 2.3436  0.070
43 H -1.9853 1.5906 2.3477  0.084
44 H -2.6435 3.0802 1.6989  0.090
45 H 2.1486 4.4410 -0.9882  0.136
46 H 3.1999 3.6651 0.1919  0.134
47 H 3.3706 2.6808 -2.0991  0.146
48 H 3.8752 0.3372 -2.5934  0.130
49 H 5.5310 -3.5735 -2.5625  0.093
50 H 5.8928 -3.1112 -0.8828  0.094
51 H 4.3212 -3.8517 -1.2802  0.096
52 H 4.2885 -2.3086 2.7668  0.083
53 H 5.7105 -2.2352 1.6931  0.099
54 H 4.9581 -3.8077 2.0741  0.094
55 H 1.6225 -0.5730 4.0001  0.097
56 H 0.8766 0.2081 2.5830  0.096
57 H 2.3499 0.9007 3.3156  0.103
58 H 2.1355 1.4584 1.1384  0.092
59 H 1.1337 3.0444 -2.9271  0.132
60 H 1.4079 1.2950 -2.9347  0.126

=====

Record 4
A molecular structure, C6H9O6PS at a distorted geometry, computed with ωB97M-V with the def2-TZVPD basis set.

LUMO level, eV: 0.7
Strongest force on any atom, eV Å⁻¹: 5.44
E, Eh: -1424.90762
HOMO-LUMO gap, eV: 10.23
Charge: 0
ΔE to the lowest compared entry with this formula, charge and spin, eV: 0.000

Last column: Löwdin charge in e.
Positions of all 23 atoms, in Å:
1 C -3.3154 -2.2895 0.4855  0.096
2 C -3.5230 -1.1122 0.2823  -0.135
3 C 2.7665 -1.2141 -0.8574  0.028
4 C 2.6317 2.0746 0.5901  -0.015
5 C -3.7834 0.3031 0.0473  -0.291
6 C 2.3264 -0.1998 0.0933  -0.503
7 O 0.0217 -2.2607 -0.5095  -0.408
8 O -0.8120 2.5824 -0.2747  -0.385
9 O -0.5054 0.1460 -0.4324  -0.553
10 O 2.8973 0.9145 -0.1180  -0.004
11 O -2.8002 1.0894 -0.5153  -0.325
12 O 1.5213 -0.3734 1.1043  -0.121
13 P -0.3375 -1.3060 0.5107  0.833
14 S -1.3849 1.3638 0.1975  0.820
15 H -3.4504 -3.3400 0.5227  0.041
16 H 3.3648 -1.9254 -0.2119  0.133
17 H 3.5042 -0.9330 -1.6011  0.095
18 H 1.8843 -1.6812 -1.3117  0.077
19 H 1.5976 2.4491 0.1660  0.131
20 H 3.3421 2.7110 0.0255  0.112
21 H 2.8130 1.9977 1.6034  0.077
22 H -4.2666 0.6151 1.0149  0.144
23 H -4.4919 0.3885 -0.8114  0.151